# 1
Below is a 9-piece molecular cluster, C38H66BF10N12O6S2 overall, with properties calculated with wB97M-V/def2-TZVPD.

CARTESIAN COORDINATES (ANGSTROEM)
C (-7.2476, -1.7197, -2.2649)
C (-6.7641, -0.2745, -2.0613)
N (-5.3571, -0.1559, -2.2639)
C (-4.5891, 0.7640, -1.6654)
C (-3.3768, 0.8191, -2.2921)
N (-3.3015, -0.3254, -3.0761)
C (-4.5628, -0.7479, -3.2913)
C (-2.1684, -0.6288, -3.8847)
H (-8.3145, -1.4969, -2.2796)
H (-7.1145, -2.5419, -1.5618)
H (-7.2238, -2.1258, -3.2761)
H (-6.9030, 0.3544, -1.1819)
H (-7.1089, 0.3366, -2.8954)
H (-5.0775, 1.3960, -0.9384)
H (-2.5043, 1.4381, -2.1440)
H (-4.9087, -1.6414, -3.7897)
H (-1.5439, -1.1780, -3.1801)
H (-1.6175, 0.2318, -4.2643)
H (-2.4640, -1.2902, -4.6991)
C (-2.7677, -1.1319, 3.0439)
C (-3.1797, -0.3219, 1.9403)
N (-4.6046, -0.0242, 1.8862)
C (-5.6248, -0.8510, 1.4174)
C (-6.8728, -0.2174, 1.7305)
N (-6.5510, 1.0238, 2.1064)
C (-5.1787, 1.1573, 2.2262)
C (-7.5420, 1.9996, 2.3875)
H (-3.1811, -2.1393, 2.9947)
H (-2.8360, -0.6993, 4.0420)
H (-1.6951, -1.3136, 3.1123)
H (-2.8452, -0.7546, 0.9974)
H (-2.6382, 0.6180, 1.8331)
H (-5.2896, -1.8488, 1.1758)
H (-7.8621, -0.6044, 1.5356)
H (-4.6056, 1.9812, 2.6251)
H (-7.1301, 2.7104, 3.1038)
H (-8.2013, 1.5077, 3.1026)
H (-8.0561, 2.2177, 1.4514)
C (4.1036, 0.7693, -3.3227)
C (5.3994, 0.0106, -3.7786)
N (6.0500, -0.7907, -2.7056)
C (7.0597, -1.7290, -2.8535)
C (7.4024, -2.2857, -1.5729)
N (6.5461, -1.7308, -0.6801)
C (5.6824, -0.8495, -1.3896)
C (6.3037, -2.0208, 0.7390)
H (4.2081, 1.3339, -2.3963)
H (3.3829, 0.0045, -3.0331)
H (3.7330, 1.5599, -3.9751)
H (6.1823, 0.7103, -4.0710)
H (5.2314, -0.6500, -4.6292)
H (7.5806, -1.8872, -3.7862)
H (8.1187, -3.0525, -1.3173)
H (4.7714, -0.4281, -0.9911)
H (5.2211, -2.1009, 0.8374)
H (6.6109, -1.1853, 1.3680)
H (6.8884, -2.7997, 1.2286)
C (1.5203, 3.0481, -3.0061)
C (0.6803, 3.9385, -1.9782)
N (1.4490, 4.2689, -0.7742)
C (1.0829, 3.8638, 0.6147)
C (2.0190, 4.4878, 1.4556)
N (2.9134, 5.2246, 0.6212)
C (2.5855, 5.0180, -0.6897)
C (3.8501, 6.2761, 1.0958)
H (1.8885, 2.1657, -2.4826)
H (2.5077, 3.4067, -3.2970)
H (0.8951, 2.6843, -3.8214)
H (-0.2256, 3.4048, -1.6907)
H (0.5566, 4.9443, -2.3796)
H (0.2851, 3.1503, 0.7586)
H (1.9346, 4.5700, 2.5291)
H (2.9671, 5.5347, -1.5579)
H (4.0350, 7.1104, 0.4191)
H (4.8435, 5.8561, 0.9376)
H (3.5576, 6.6669, 2.0703)
C (3.5116, -3.1573, -3.8167)
C (2.2145, -3.1240, -3.0254)
N (1.9529, -4.3774, -2.2213)
C (1.5642, -5.5507, -2.7233)
C (1.2630, -6.3513, -1.6225)
N (1.5204, -5.6974, -0.4021)
C (1.9149, -4.4478, -0.7591)
C (1.6026, -6.2280, 0.9168)
H (3.6254, -4.1305, -4.2941)
H (4.3748, -3.0220, -3.1650)
H (3.5216, -2.4421, -4.6392)
H (1.3504, -2.8498, -3.6306)
H (2.4016, -2.3520, -2.2789)
H (1.5187, -5.7432, -3.7850)
H (0.9125, -7.3693, -1.5365)
H (2.2081, -3.7270, -0.0102)
H (2.6456, -6.4693, 1.1219)
H (0.9067, -7.0441, 1.1111)
H (1.3040, -5.4429, 1.6115)
C (-0.4336, 2.2431, 4.4791)
C (0.8626, 1.7901, 3.7626)
N (1.6763, 0.9605, 4.5720)
C (2.8832, 1.2656, 5.1705)
C (3.6664, 0.1407, 5.4080)
N (2.7859, -0.8515, 5.1057)
C (1.5854, -0.3801, 4.5716)
C (3.0628, -2.2500, 5.1235)
H (-0.4523, 2.0367, 5.5492)
H (-1.2613, 1.5878, 4.2077)
H (-0.7851, 3.2640, 4.3297)
H (1.3238, 2.6733, 3.3205)
H (0.4449, 1.2711, 2.8999)
H (3.1264, 2.3173, 5.2058)
H (4.7042, -0.0546, 5.6342)
H (0.8316, -0.8999, 3.9989)
H (3.9719, -2.5974, 4.6326)
H (2.1924, -2.7427, 4.6900)
H (3.0952, -2.5655, 6.1664)
B (-3.6351, -3.7238, -1.3464)
F (-4.9638, -3.3503, -1.0991)
F (-2.7974, -2.8736, -0.7517)
F (-3.4915, -4.9976, -0.9057)
F (-3.2461, -3.5826, -2.6771)
C (-2.8957, 5.4325, 1.7783)
F (-3.7765, 6.3711, 1.8674)
F (-1.7295, 6.1143, 1.5085)
F (-2.8730, 4.6476, 2.9776)
S (-3.2770, 4.2043, 0.3237)
O (-2.2316, 3.1985, 0.4714)
O (-4.5868, 3.7610, 0.7686)
O (-3.3507, 4.9994, -0.9640)
C (0.2554, -0.0164, -0.7878)
F (0.6648, 0.2872, -2.0187)
F (-0.4933, 1.0471, -0.2947)
F (-0.5092, -1.1081, -0.7984)
S (1.8330, -0.2540, 0.3692)
O (2.5766, 0.9908, 0.1571)
O (1.3558, -0.4252, 1.7468)
O (2.5658, -1.4258, -0.2022)

Force components x, y, z for each atom (eV/Å):
-2.5387 0.8127 0.3389
0.5992 -0.5504 -1.6000
4.0767 -1.5694 -3.1545
0.0440 1.4535 -0.0809
0.6221 -1.2810 1.4858
-2.8165 2.7134 -1.5927
-1.2790 -0.2500 3.9757
0.9866 -1.3579 0.0738
-0.5918 -0.4497 0.4129
0.6808 0.6137 0.1937
1.0480 0.3557 -0.1547
-0.8378 -0.9276 0.4217
-0.9510 -0.1127 0.0847
0.5241 0.3429 0.0729
-0.2134 -0.0420 0.2185
0.3672 0.0754 -0.2258
0.4701 -0.2453 -0.4792
-0.4514 0.1761 0.1140
0.1203 0.0826 0.1066
1.3797 -1.8983 2.7823
0.6393 1.8908 -2.7614
-2.5974 1.4451 -0.6635
-0.8183 0.2742 2.0230
3.4559 -2.6827 -2.3006
3.4070 0.2707 0.6835
-0.9684 -1.3760 0.0836
-0.7788 -0.1789 1.7218
-0.3088 0.0920 0.3179
-1.1296 0.1401 0.0639
0.3552 0.0357 -1.0499
-0.6602 -0.6037 -0.2082
-0.2407 0.4839 0.6062
-0.6987 -0.1793 -0.4358
0.0091 0.3270 0.1594
-0.4357 0.3036 -0.2783
0.0848 0.9915 -1.1749
-0.6934 -0.1893 -0.4538
0.0738 0.9677 0.4972
0.8862 -0.8704 0.9157
0.0188 1.2106 0.1994
-0.2126 -1.8740 2.8906
1.3104 -0.5426 1.8454
-1.1509 1.2561 -2.8736
-2.2875 1.8521 -1.7650
1.7190 -1.2787 -0.0316
-0.1299 0.9829 0.7022
0.6955 -0.0975 0.2563
-0.5485 0.1907 -0.5209
0.0928 -0.7829 -0.6959
-0.1427 0.1296 -0.1613
-0.1628 -0.0208 0.1842
-0.1619 0.0459 0.0293
0.0258 0.2184 -0.0580
0.1592 0.1816 0.2667
0.1486 -0.4775 0.2636
-0.0931 0.5168 -0.4083
-0.2230 -0.6501 -1.0429
-0.1016 -0.3298 1.8028
2.0153 -0.1581 -1.4414
1.2978 -0.9357 4.3218
2.8109 1.8882 -1.9023
-1.4146 -0.1486 -3.0326
-1.5544 -0.1026 -0.6020
-2.4065 -0.4214 1.4942
1.0411 -0.5626 -1.0397
-0.6327 -0.2522 0.3591
-0.4859 1.0783 -0.5505
0.1856 0.4434 -0.1292
-0.0272 0.5119 0.0496
-1.0030 -0.3756 -0.5047
-0.1572 0.3338 0.0903
0.5855 0.1529 -0.1676
0.3843 0.0286 0.2618
-1.3983 0.1963 -0.3261
0.2181 -0.3501 1.4308
0.3386 -0.4519 -0.0931
-0.0446 -1.1741 -0.4197
0.6766 0.3459 1.2164
0.3995 2.2329 3.9636
-0.8113 -1.7147 2.0738
0.1823 -0.8607 0.3111
0.3226 2.3070 -4.9631
-0.1040 -1.2234 -2.7857
-0.1110 0.1631 1.4259
0.1446 -0.0658 -0.1185
-0.0045 0.0853 -0.0251
-0.1210 0.2031 0.2406
-0.0756 -0.4216 0.1570
-0.7303 0.0288 0.1270
-0.1683 -0.0990 0.1827
0.0238 0.0602 -0.4523
-0.0034 0.5341 -0.6170
-0.2038 -0.4238 0.0702
0.2796 -0.1262 -0.4545
0.0428 0.0714 -0.0163
-0.8054 -0.6148 0.9210
-3.2812 1.9708 -0.6157
2.0731 -2.5434 0.8337
1.4398 1.4078 -0.6701
-2.8224 1.5848 -0.5741
-2.2353 -0.3182 -2.0930
2.7371 0.7372 0.5887
-0.6430 -1.5773 0.9212
0.6823 0.4417 0.2516
-0.0916 0.0489 -0.5986
0.3976 -0.0198 -0.2198
0.8451 -0.4073 0.5801
0.9386 -0.5502 0.0776
0.2827 -0.1566 0.2406
-0.2707 0.2548 0.4269
0.2107 -0.4003 0.3983
-0.0178 0.5783 -0.1656
0.2499 -0.1750 -0.0982
0.1746 -0.1888 -0.0132
-1.0128 -0.7949 -0.8978
-0.6390 0.6488 -0.2282
2.0064 2.4306 2.7336
0.4651 -1.4428 0.3852
-0.5762 -0.2601 -1.9084
0.9149 -1.2383 -1.2870
-1.1599 0.1399 0.6879
-0.2128 -1.4222 1.1246
0.5475 1.8818 -1.9559
-1.2866 2.6515 -1.5049
0.4548 0.0353 -0.4200
-0.0365 -0.5886 0.0354
1.0826 -2.0905 3.3665
0.3644 0.3944 2.0765
-0.3450 -0.2625 0.1740
0.9953 -1.4519 -0.7922
0.3643 0.6601 -0.1841
0.9664 0.1017 -0.5129
-0.7167 -0.6563 -0.0675
-0.0542 -0.3138 -1.4398
-1.2533 1.0932 0.6668

Properties
**Kohn-Sham gap**: 0.3017 hartree
**Charge**: +3
**ΔE to the lowest compared entry with this formula, charge and spin**: 113.52 kcal/mol
**DFT total energy**: -120143.4500 eV
**HOMO**: -14.31 eV

---

# 2
Below is C19H22Cl3NOOsSSb2 as an isolated structure, with properties calculated with wB97M-V/def2-TZVPD.

CARTESIAN COORDINATES (ANGSTROEM)
Os (-0.9171, -0.3859, 0.7661)
Cl (-5.1990, -2.5659, 5.9705)
C (-3.8919, -2.0243, 5.0690)
C (-4.0057, -2.0150, 3.6458)
C (-2.9535, -1.5708, 2.9316)
Cl (-3.0143, -1.5285, 1.1767)
C (-1.7331, -1.0990, 3.5353)
O (-0.7583, -0.6662, 2.8597)
C (-1.6694, -1.1361, 4.9851)
Cl (-0.2510, -0.5932, 5.7262)
C (-2.7286, -1.5911, 5.7188)
H (-4.9159, -2.3538, 3.1692)
H (-2.6718, -1.6142, 6.7985)
C (2.8243, -0.6472, 2.2730)
Sb (1.6607, -0.0674, 0.6055)
C (2.1118, 1.9859, 0.3958)
C (2.6729, -0.8963, -1.1088)
C (2.6513, 0.1252, -2.2086)
C (3.7191, 1.0117, -2.3255)
C (3.7110, 2.0363, -3.2575)
C (2.6123, 2.1948, -4.0860)
C (1.5609, 1.2956, -4.0028)
C (1.5710, 0.2442, -3.0876)
C (0.4591, -0.7674, -3.1430)
Sb (-1.1911, -0.4046, -1.8186)
C (-1.9403, 1.4205, -2.5722)
C (-2.5728, -1.8218, -2.5775)
H (3.8182, -0.2224, 2.1453)
H (2.8819, -1.7313, 2.3357)
H (2.3662, -0.2536, 3.1782)
H (3.1872, 2.0900, 0.2718)
H (1.7842, 2.5054, 1.2949)
H (1.5910, 2.3864, -0.4708)
H (2.1980, -1.8419, -1.3584)
H (3.6833, -1.0954, -0.7522)
H (4.5806, 0.8852, -1.6777)
H (4.5574, 2.7047, -3.3406)
H (2.5859, 2.9970, -4.8112)
H (0.7264, 1.3833, -4.6906)
H (0.7821, -1.7904, -2.9580)
H (-0.0348, -0.7367, -4.1147)
H (-2.1830, 1.2785, -3.6234)
H (-1.1879, 2.1970, -2.4533)
H (-2.8328, 1.6922, -2.0131)
H (-2.6265, -1.6819, -3.6558)
H (-3.5584, -1.6513, -2.1470)
H (-2.2459, -2.8354, -2.3558)
S (-2.0742, 3.2957, 2.9882)
C (-1.7099, 2.3103, 1.8356)
N (-1.4294, 1.5490, 0.9345)

Force components x, y, z for each atom (eV/Å):
0.0342 0.9902 0.0163
-0.1142 -0.0557 0.0660
0.0554 0.0310 -0.1382
-0.0906 -0.0494 0.1576
0.2813 0.1262 -0.0412
-0.5012 -0.2578 0.2529
-0.1238 -0.0188 -0.0514
0.1620 -0.0591 0.2741
-0.0303 -0.0007 -0.1281
0.0705 0.0287 0.0027
-0.0944 -0.0445 0.0239
-0.0203 -0.0180 0.0636
-0.0311 -0.0037 -0.0040
-0.2173 -0.0510 0.0776
0.6583 0.0452 -0.3736
-0.1618 -0.0108 0.1689
-0.1110 0.0899 0.1839
0.1057 -0.0919 0.0718
0.0613 0.0040 0.0556
0.0225 0.0034 0.0416
-0.0771 0.0079 -0.0174
-0.0364 -0.0248 -0.0760
-0.1196 -0.0470 -0.1383
-0.1830 0.1342 0.3051
0.1746 -0.1016 -0.9436
-0.0150 0.0009 0.1990
-0.0469 0.0406 0.1679
-0.0008 -0.0146 -0.0159
0.0218 0.0017 -0.0086
0.0272 -0.0050 0.0110
-0.0043 0.0179 -0.0134
0.0097 0.0159 -0.0099
0.0365 -0.0048 -0.0336
0.0416 -0.0353 -0.0221
0.0228 -0.0331 -0.0958
-0.0209 0.0166 -0.0152
0.0003 -0.0131 0.0221
-0.0090 -0.0268 -0.0069
0.0383 0.0156 -0.0062
0.0799 -0.0064 -0.0765
0.0816 -0.0697 -0.0497
0.0178 0.0097 -0.0082
0.0124 -0.0014 -0.0251
-0.0084 0.0311 -0.0223
0.0000 -0.0084 0.0028
-0.0081 -0.0198 -0.0229
0.0112 0.0005 0.0006
0.0457 -0.0808 -0.0963
-0.0672 0.1169 -0.0694
0.0201 -0.5740 0.3448

Properties
**Kohn-Sham gap (spin up / spin down)**: 0.2727 / 0.1677 hartree
**Charge**: +2
**⟨S²⟩**: 6.06
**ΔE to the lowest compared entry with this formula, charge and spin**: 6.39 kcal/mol
**Spin multiplicity**: 5
**DFT total energy**: -87524.5784 eV
**HOMO (spin up / spin down)**: -13.68 / -13.79 eV